No. 1
This record from OMol25 describes a molecular structure, C49H59BBrN10O2PdS3. The level of theory is ωB97M-V/def2-TZVPD.

Values from the calculation:
charge	+1
lowest unoccupied orbital energy (alpha / beta)	-1.49 / -5.11	eV
relative energy (zero: lowest compared OMol25 entry of this formula, charge and spin)	0.0	kJ/mol
2S+1	5
HOMO level (alpha / beta)	-9.677 / -10.025	eV

```
126
Properties=species:S:1:pos:R:3:forces:R:3:mulliken_charge:R:1
Pd 0.17411 0.01870 -0.16478 0.0 -0.2 -0.3 1.5433
C -2.98367 -3.14229 -2.73323 0.0 0.0 0.0 -1.6910
C -3.37493 -1.77215 -2.17590 0.0 0.0 0.2 1.3784
C -2.56939 -0.71328 -2.91719 0.0 0.0 -0.1 -2.3496
C -4.86681 -1.50990 -2.36674 0.0 0.0 -0.1 -1.9544
N -3.13481 -1.78548 -0.67944 -0.1 0.0 0.0 0.9222
C -3.53727 -2.86939 0.06833 0.0 0.0 0.1 -0.5833
C -3.41530 -2.53958 1.37134 0.0 -0.1 -0.1 -1.4653
N -2.95367 -1.24890 1.44498 0.0 0.0 0.0 1.0576
B -2.99751 -0.55199 2.85534 0.0 0.0 0.1 0.1742
N -2.13119 -1.33221 3.88070 0.1 -0.1 0.0 0.5474
C -2.65365 -1.73054 5.09118 0.0 0.0 0.1 -1.4667
C -1.70461 -2.42194 5.75367 -0.1 0.0 0.0 -0.2309
N -0.58056 -2.45736 4.95407 0.0 0.1 -0.1 0.5476
C -0.86069 -1.77941 3.81124 0.1 0.1 0.0 -0.5885
S 0.21086 -1.45140 2.51507 0.0 -0.1 0.1 -0.1821
C 0.71531 -3.12109 5.33653 -0.1 0.0 0.0 1.3907
C 0.51729 -3.80953 6.68188 0.1 -0.1 0.1 -2.3096
C 1.07020 -4.18433 4.29699 0.0 0.0 0.1 -1.6328
C 1.80188 -2.05806 5.48023 0.0 -0.1 0.0 -1.3446
N -2.78709 0.97473 2.86113 0.1 0.1 0.1 -0.0671
C -3.89201 1.79290 2.99470 -0.1 0.1 -0.1 -1.4110
C -3.47881 3.07095 2.96822 -0.1 0.0 0.0 -0.1457
N -2.10194 3.05833 2.83361 0.0 -0.1 0.0 0.6308
C -1.69648 1.76575 2.76913 0.0 0.0 -0.2 -0.5264
S -0.07222 1.24166 2.49882 -0.1 0.1 0.2 0.1985
C -1.25937 4.29919 2.73222 -0.1 -0.1 0.0 1.5315
C -0.59165 4.33809 1.36068 0.0 0.0 0.0 -1.3196
C -0.25155 4.32919 3.87983 0.0 0.0 0.0 -1.7196
C -2.17161 5.51459 2.86080 0.0 0.1 0.0 -2.3694
C -2.77783 -0.80002 0.18925 0.1 0.2 -0.1 -0.0665
S -2.13018 0.75724 -0.21000 0.0 -0.1 0.0 -0.4346
H -1.96186 -3.39926 -2.45872 0.1 0.0 0.0 0.2951
H -3.04823 -3.09916 -3.81962 0.0 0.0 0.0 0.4976
H -3.65387 -3.93714 -2.41015 0.0 0.0 0.0 0.4868
H -2.72218 -0.89378 -3.98256 0.0 0.0 0.0 0.8879
H -1.50414 -0.78604 -2.70276 0.0 0.0 0.0 0.2651
H -2.90819 0.29416 -2.69613 0.0 0.0 0.0 0.5299
H -5.10871 -1.53840 -3.42924 0.0 0.0 0.0 0.4799
H -5.13714 -0.52638 -1.98090 0.0 0.0 0.0 0.3551
H -5.47091 -2.26334 -1.86161 0.0 0.0 0.0 0.3737
H -3.88971 -3.77778 -0.37868 0.0 0.0 0.0 0.6214
H -3.64171 -3.11060 2.25395 0.0 0.0 0.0 0.7234
H -4.12709 -0.70644 3.23597 0.0 0.0 0.0 -0.2523
H -3.66136 -1.48843 5.37342 0.0 0.0 0.0 0.6576
H -1.74574 -2.89934 6.71250 0.0 0.0 0.0 0.5952
H -0.26218 -4.57108 6.64620 0.0 0.0 0.0 0.5150
H 0.29668 -3.09896 7.47839 0.0 0.0 0.0 0.5068
H 1.45175 -4.30634 6.93934 0.0 0.0 0.0 0.4480
H 0.24877 -4.89125 4.17302 0.0 0.0 0.0 0.4111
H 1.94210 -4.73758 4.64755 0.0 0.0 0.0 0.4995
H 1.31489 -3.75209 3.33174 0.0 0.1 -0.1 0.2752
H 1.53403 -1.33757 6.25395 0.0 0.0 0.0 0.4548
H 1.97944 -1.52701 4.54954 0.0 0.0 0.0 0.1236
H 2.73393 -2.54096 5.77504 0.0 0.0 0.0 0.5468
H -4.87855 1.38211 3.09819 0.0 0.0 0.0 0.6277
H -4.04278 3.97849 3.04776 0.0 0.0 0.0 0.5542
H 0.09665 3.50952 1.21405 0.0 0.0 0.0 -0.1298
H -0.02475 5.26537 1.26896 0.0 0.0 0.0 0.5770
H -1.33863 4.31541 0.56551 0.0 0.0 0.0 0.4087
H 0.47530 3.52642 3.81362 0.0 -0.1 0.0 0.2624
H -0.76423 4.26144 4.83998 0.0 0.0 0.0 0.4450
H 0.28583 5.27751 3.84902 0.0 0.0 0.0 0.4857
H -2.90326 5.56698 2.05449 0.0 0.0 0.0 0.4968
H -1.54746 6.40471 2.79493 0.0 0.0 0.0 0.4299
H -2.68529 5.54517 3.82213 0.0 0.0 0.0 0.5589
C 2.93389 2.73052 -6.04907 0.1 0.0 0.0 -1.4249
C 1.94934 1.66314 -6.42817 0.0 -0.1 0.0 0.7377
C 1.62675 1.41973 -7.75519 0.0 0.0 0.0 -0.7738
C 0.71327 0.43923 -8.11575 0.0 0.0 0.0 -0.7872
C 0.09003 -0.30198 -7.12829 0.0 0.0 0.0 -1.0983
C 0.38479 -0.07485 -5.79104 0.0 0.1 0.0 -0.0157
C 1.32353 0.89018 -5.44263 0.0 0.0 0.0 0.1795
N 1.66481 1.17302 -4.09322 -0.1 0.1 0.1 -0.2071
C 1.25520 0.43879 -2.99994 0.1 0.1 0.2 -0.8349
N 1.52058 -0.87814 -3.09272 0.0 0.1 0.0 0.6812
C 1.11601 -1.95673 -2.30936 0.0 -0.2 -0.1 -0.0230
C 0.38323 -1.82661 -1.12958 0.0 0.1 0.1 0.5511
C -0.02391 -2.99144 -0.46806 0.0 0.0 0.0 0.4164
C 0.30942 -4.24023 -0.94727 -0.1 0.0 0.0 -1.5429
C 1.07315 -4.34754 -2.10885 0.0 0.0 0.0 -0.7591
C 1.48744 -3.23056 -2.80275 0.0 0.0 0.0 1.4662
C 2.32669 -3.37031 -4.04374 0.0 0.0 0.0 -1.8593
N 0.72156 1.00702 -1.95753 -0.1 0.1 -0.3 1.3912
C 0.33263 2.37670 -2.08034 0.1 0.0 0.1 -1.5893
C -0.82802 2.68860 -2.78274 0.0 0.0 0.0 0.2637
C -1.22498 4.00651 -2.92691 0.0 0.0 0.0 -1.1308
C -0.45397 5.01698 -2.36759 -0.1 0.0 0.0 -0.9687
C 0.69558 4.69877 -1.66326 0.0 0.0 0.0 -0.7256
C 1.11214 3.37967 -1.49482 -0.1 0.0 -0.1 1.4534
C 2.36096 3.05485 -0.72930 0.1 0.0 0.0 -1.1300
H 3.37046 3.18348 -6.93639 0.0 0.0 0.0 0.4280
H 3.74528 2.32879 -5.43877 0.0 0.0 0.0 0.3360
H 2.46006 3.53507 -5.47704 0.0 0.0 0.0 0.2925
H 2.10827 2.01221 -8.52300 0.0 0.0 0.0 0.3967
H 0.48716 0.26393 -9.15821 0.0 0.0 0.0 0.4140
H -0.64025 -1.05668 -7.38944 0.0 0.0 0.0 0.4486
H -0.13721 -0.63692 -5.02889 0.0 0.0 0.1 0.4976
H 1.77193 2.15681 -3.89220 0.0 0.0 0.0 0.5617
H 2.10533 -1.10740 -3.88051 0.0 0.0 0.0 0.3173
H -0.59370 -2.91178 0.44836 0.0 0.0 0.0 -0.0746
H -0.01162 -5.13217 -0.42412 0.0 0.0 0.0 0.4917
H 1.35904 -5.32427 -2.47897 0.0 0.0 0.0 0.4173
H 2.57308 -4.41495 -4.22021 0.0 0.0 0.0 0.4306
H 3.27113 -2.82738 -3.95288 0.0 0.0 0.0 0.4197
H 1.80904 -3.00454 -4.93555 0.0 0.0 0.0 0.3202
H -1.40591 1.88522 -3.22420 0.0 0.0 0.0 0.3229
H -2.12483 4.24206 -3.47822 0.0 0.0 0.0 0.4729
H -0.74880 6.05182 -2.47872 0.0 0.0 0.0 0.4492
H 1.29678 5.48883 -1.22995 0.0 0.0 0.0 0.4751
H 2.83217 3.96901 -0.37077 0.0 0.0 0.0 0.4862
H 3.08133 2.51518 -1.34867 0.0 0.0 0.0 0.4164
H 2.15220 2.41089 0.12652 0.0 0.0 0.0 -0.2077
Br 4.66040 -0.04283 5.57234 0.1 0.1 0.0 -0.1698
C 4.92429 -0.33313 3.72233 0.0 0.0 0.0 -0.3950
C 6.16101 -0.76645 3.26482 0.0 0.0 0.1 -0.1167
N 6.41163 -0.98706 1.97979 0.0 0.0 0.0 -0.6284
C 5.42696 -0.77732 1.11233 -0.1 0.0 -0.1 -0.2763
C 4.15694 -0.34873 1.48039 0.1 0.0 0.0 -0.1405
C 3.89711 -0.11912 2.82483 0.0 0.0 0.0 -0.3378
C 3.09528 -0.16799 0.42767 -0.1 -0.1 0.0 -0.2444
O 3.33282 -0.34739 -0.75570 0.0 0.0 0.0 -0.5598
O 1.94921 0.16589 0.93469 0.0 0.1 0.2 0.7739
H 6.97041 -0.94145 3.96381 0.0 0.0 0.0 0.3846
H 5.63836 -0.95943 0.06599 0.0 0.0 0.0 0.5557
H 2.91826 0.21166 3.14512 0.0 0.0 0.0 0.6951
```
Positions in Å, forces in eV/Å.

***

No. 2
This record from OMol25 describes a molecular structure, C49H59BiBrN3O3P2 in a non-equilibrium geometry. The level of theory is ωB97M-V/def2-TZVPD.

Values from the calculation:
lowest unoccupied orbital energy	0.41	eV
2S+1	1
HOMO level	-5.219	eV

```
118
Properties=species:S:1:pos:R:3:forces:R:3:mulliken_charge:R:1
Bi -2.77905 1.28541 1.48351 0.4 0.1 1.0 0.5517
C -2.07344 4.64315 3.57956 1.2 -2.0 0.3 -0.9155
O -1.66149 3.20985 3.61014 -0.2 1.5 0.9 -0.0998
C -1.99173 2.49002 4.81505 -1.7 1.4 -0.2 -0.4390
C -0.92745 1.47576 4.99499 1.7 -0.8 -0.7 -0.6059
O -0.74354 0.72666 3.78489 -0.4 -0.3 -0.5 -0.1995
C -0.48914 -0.64886 3.88180 -0.2 -0.4 0.1 0.3258
C -1.75126 -1.46373 4.21624 -0.8 0.5 0.1 -0.7262
O -2.89157 -0.71232 3.72724 0.4 -1.6 -0.6 -0.0887
C -3.97349 -1.64171 3.54072 -0.8 2.1 -1.1 -0.9499
H -1.57238 5.14532 4.45060 -0.8 -0.2 -0.8 0.3600
H -3.16226 4.67188 3.57741 0.0 0.3 0.3 0.3257
H -1.69781 5.03023 2.61397 -0.1 -0.2 0.6 0.1777
H -3.04999 2.04605 4.79118 1.4 0.4 -0.4 0.0904
H -2.01754 3.19370 5.68794 0.3 -0.5 -0.5 0.4914
H -1.05766 0.82414 5.85411 -0.3 -0.1 0.2 0.3964
H 0.05343 1.95715 5.07427 -0.2 0.4 0.6 0.3140
H 0.26076 -0.84031 4.65419 0.3 -0.2 -0.1 0.3881
H -0.10875 -1.02204 2.89738 -0.2 0.7 0.7 -0.4493
H -1.95952 -1.64164 5.30422 0.5 0.1 -0.7 0.2929
H -1.69227 -2.44665 3.70820 0.0 0.4 0.2 0.4099
H -4.18030 -2.07107 4.49562 -0.1 -1.2 0.4 0.4054
H -3.87524 -2.29447 2.63894 0.4 0.1 1.0 0.3009
H -4.84246 -0.99277 3.32581 0.2 -0.3 0.0 0.2220
C 3.39876 -2.80406 -1.31220 -0.4 -1.2 -1.2 -1.4409
N 4.50807 -1.87228 -1.25598 -0.3 -1.6 0.7 0.8854
C 4.24807 -0.64222 -1.91705 0.6 1.5 -0.6 -1.1919
P 2.60471 0.11903 -1.36744 1.7 1.9 1.2 1.2777
C 1.69536 -0.10615 -2.87195 -1.9 0.5 -1.6 0.1325
C 0.45862 -0.78457 -2.82477 0.9 -0.3 -0.4 -0.9261
C -0.15117 -1.25632 -4.00205 0.7 0.7 -0.3 -0.7945
C 0.43383 -1.02106 -5.26319 0.7 0.1 0.7 -0.4139
C 1.64082 -0.27440 -5.31661 -1.5 0.2 0.5 -0.8360
C 2.13843 0.29677 -4.15452 0.5 -1.0 0.5 -0.4405
C 2.85372 1.91411 -1.07997 -0.2 0.5 -1.5 0.6388
C 1.94121 2.84753 -1.63390 -0.2 -0.8 -1.0 -0.7674
C 2.19215 4.19745 -1.55121 -0.3 1.5 -0.2 -0.3140
C 3.40052 4.64810 -1.00894 0.9 -0.6 0.3 -0.6713
C 4.31704 3.74542 -0.44707 -1.6 -1.2 0.4 -0.6499
C 3.95617 2.39101 -0.35079 0.0 -0.1 -0.9 -0.5932
C 5.83155 -2.36793 -1.09800 0.8 1.1 1.6 -0.2419
C 6.34405 -3.40230 -1.86615 1.4 0.2 0.7 -0.2344
C 7.72625 -3.73627 -1.78625 -0.3 -0.2 0.7 -0.5991
C 8.58618 -3.03980 -0.93766 -1.5 0.8 -0.1 -0.5283
C 8.02013 -2.03575 -0.11199 0.5 0.0 0.1 -0.5230
C 6.67038 -1.74563 -0.06332 -0.4 -1.6 -3.2 -0.4679
P 2.04535 -2.09717 -0.26727 -2.5 -1.7 0.3 0.2581
C 2.85698 -2.05308 1.32807 0.6 -0.1 0.4 1.1141
C 3.32091 -3.24446 1.88219 0.6 1.3 0.3 -0.5565
C 3.97102 -3.21413 3.09794 0.2 -0.4 1.1 -0.7713
C 4.13702 -2.01609 3.80904 0.3 -0.5 0.2 -0.6107
C 3.56558 -0.83448 3.28222 0.8 0.9 2.4 -0.7919
C 2.98855 -0.85065 2.03864 -0.3 -1.8 -0.3 -0.9334
C 0.86459 -3.50290 -0.06164 0.8 -0.8 -0.5 0.7543
C 0.32902 -4.01423 -1.26668 -0.2 0.0 1.2 -0.6186
C -0.56748 -5.09742 -1.19367 0.3 1.5 -2.1 -0.6894
C -0.84638 -5.74704 -0.03703 -0.4 -0.1 1.4 -0.6896
C -0.37013 -5.18228 1.16232 0.7 -0.5 -0.1 -0.7213
C 0.46297 -4.06341 1.17392 -0.5 0.3 -0.8 -0.3378
H 3.59068 -3.86217 -0.98923 0.4 1.1 0.0 0.6241
H 3.01993 -2.91908 -2.37170 0.2 0.1 0.8 0.6208
H 4.34686 -0.63354 -3.03095 -0.5 -0.6 0.3 0.4278
H 5.04831 0.03881 -1.65951 0.2 0.4 0.4 0.7230
H 0.06387 -1.03455 -1.84324 -0.2 0.0 -0.2 1.1083
H -1.05635 -1.81667 -3.88235 -0.4 -0.2 -0.2 0.5158
H 0.00089 -1.39452 -6.19508 0.1 0.0 0.5 0.3678
H 2.14384 -0.06085 -6.24639 -0.2 0.0 -0.2 0.4082
H 2.97057 0.97362 -4.24054 0.4 0.0 0.1 0.5053
H 1.10536 2.55315 -2.33774 0.9 0.0 1.3 0.1941
H 1.43542 4.91842 -1.98963 1.2 -0.8 0.6 0.3242
H 3.76749 5.65281 -1.03844 -0.5 0.7 -0.2 0.3747
H 5.25075 4.01389 0.00633 0.2 0.6 0.0 0.4167
H 4.59794 1.64535 0.12494 0.1 0.3 -0.1 0.3866
H 5.69530 -3.97401 -2.48947 -0.3 -0.2 -0.6 0.4624
H 8.11862 -4.60908 -2.31313 -0.2 0.4 -0.2 0.3528
H 9.65359 -3.18737 -0.92806 0.1 -0.2 0.0 0.3958
H 8.67981 -1.41452 0.48523 0.1 -0.3 0.2 0.3524
H 6.26487 -1.02779 0.60728 -0.3 0.5 0.3 0.4822
H 3.28222 -4.15395 1.34702 -0.3 -0.9 -0.5 0.4725
H 4.28353 -4.17680 3.56039 0.1 0.9 -0.4 0.3484
H 4.76251 -2.11203 4.74904 -1.2 0.7 -1.1 0.3256
H 3.52583 0.10863 3.94041 0.3 -1.5 -1.3 0.3098
H 2.55456 -0.02449 1.56727 -0.5 1.5 -0.2 0.9163
H 0.56299 -3.50773 -2.21606 -0.2 -0.4 0.4 0.2950
H -1.12439 -5.29293 -2.10654 0.3 -0.6 0.0 0.3756
H -1.50667 -6.62567 -0.05577 0.4 0.5 0.2 0.3597
H -0.50733 -5.74349 2.07318 -0.4 0.2 0.3 0.4286
H 0.76406 -3.53476 2.08773 0.0 -0.7 -0.2 0.3991
Br -9.07009 0.33073 -1.03500 -0.8 -0.4 -0.5 -0.2049
C -7.37894 0.46985 -0.27612 1.1 0.5 0.6 0.0300
C -7.27722 1.32099 0.84126 0.6 -0.3 0.4 -0.5024
C -5.98790 1.57226 1.35415 -1.5 0.3 -0.1 -0.6399
C -4.88448 1.01544 0.75883 1.9 0.0 0.0 -0.1434
C -4.96812 0.18500 -0.32148 -2.2 -1.4 -1.3 -0.4337
C -6.25600 -0.13616 -0.84852 0.8 1.2 0.9 -0.4698
H -8.18851 1.71505 1.32460 0.6 -0.1 -0.5 0.3745
H -5.81146 2.24568 2.19374 -0.4 -0.2 -0.1 0.3739
H -4.08643 -0.28778 -0.76483 -0.3 0.3 0.2 0.4509
H -6.29962 -0.74433 -1.71806 -0.4 -0.4 -0.6 0.5016
N -2.09990 3.44081 0.19925 -2.3 0.9 -3.4 -0.6786
C -2.70614 3.63611 -0.80305 2.4 -0.9 3.2 0.3565
C -2.70020 6.16140 -2.57097 -0.3 -0.4 1.1 -1.3143
C -3.86949 5.14632 -2.44808 -0.2 0.4 0.0 0.6142
C -4.83385 5.10571 -3.64160 -0.4 -0.7 -0.5 -1.4618
C -3.27099 3.75823 -2.13634 -1.2 -0.9 -0.6 -0.4169
H -2.97758 7.19239 -2.80831 -0.3 -0.2 0.1 0.4100
H -1.98576 5.84416 -3.32678 0.2 -0.1 0.0 0.3163
H -2.23421 6.15477 -1.55140 0.1 0.2 -1.0 0.3249
H -4.46011 5.42031 -1.57222 0.0 0.1 0.1 0.2586
H -4.36810 4.59990 -4.49662 0.2 0.1 0.0 0.3347
H -5.09832 6.12400 -4.00559 -0.1 -0.7 0.5 0.3628
H -5.75489 4.46261 -3.44852 1.0 1.1 0.0 0.3351
H -2.47373 3.51224 -2.83796 0.1 0.0 -0.1 0.3720
H -4.03258 2.92117 -2.26491 0.7 1.0 0.3 0.2562
N -6.19019 -3.74324 -2.07667 -2.7 -1.7 1.4 -0.7548
H -6.44797 -3.74653 -1.06249 0.8 0.0 -0.9 0.2623
H -5.81212 -2.86319 -2.24714 0.9 1.9 -0.3 0.2672
H -7.15883 -3.68959 -2.45923 1.0 -0.1 -0.2 0.2606
```
Positions in Å, forces in eV/Å.

***

Computed E_tot (eV) in order:
-177469.733 -156834.381